Entry from OMol25: CH2O2 in the gas phase (ωB97M-V with the def2-TZVPD basis set).

Computed properties:
relative energy (zero: lowest compared OMol25 entry of this formula, charge and spin) = 444.1 kJ/mol
DFT total energy = -189.619583 Ha
LUMO = 1.02 eV
highest occupied orbital energy = -10.27 eV

```
5
CH2O2 ωB97M-V with the def2-TZVPD basis set
C -0.1830 0.3749 0.2085
O -0.7018 1.5827 0.4038
O -0.5752 0.8236 1.6004
H -0.8331 -0.2788 -0.1730
H 0.9696 0.2828 -0.0476
```